The following is a quantum chemistry calculation of a cluster of 10 separate species, C40H64O18 in total at a distorted geometry, from OMol25.

The geometry in ORCA input format:
```
! wB97M-V def2-TZVPD RIJCOSX def2/J DEFGRID3
* xyz 0 1
H 3.76087 -0.96748 0.59503
C 1.89458 -2.44086 -2.87716
C -3.24519 2.23682 -5.37394
C -3.57685 0.37711 -3.91077
H 1.29020 0.77468 -2.38440
H 2.44275 4.79752 -0.31123
C 2.26669 5.71699 -2.18937
C -3.84571 4.26392 0.44998
H 4.38932 6.23430 -2.08702
H -1.58330 1.03370 -4.43038
H -4.07987 2.89185 -5.12425
C 4.56693 0.36792 -0.93940
H 2.21941 6.66936 -1.66130
O 4.11411 4.19354 3.80556
H -0.56554 1.41689 0.98807
C 2.12100 4.48327 -1.30412
H 1.67504 -0.19566 -0.21941
H 1.23423 4.07222 4.37059
H -3.80420 3.58805 -1.60203
O 2.72212 -1.91866 3.04909
H -4.39204 -5.79192 1.63164
H -4.36863 0.79102 -3.28636
H -6.07698 -5.30211 -0.82835
H 0.67943 -2.28760 -1.01515
O -0.37023 4.26302 0.82455
H -1.40258 -1.20128 -0.06796
C -1.21880 -0.16497 -0.35147
H -2.20682 0.29528 -0.36136
H -3.96742 -6.06305 -0.15975
C 4.55509 -0.93262 -0.15071
C -4.01603 -3.98217 0.59223
H 1.65410 3.71653 2.61613
C -1.66990 -0.95782 4.51160
H 2.93010 -3.93985 0.85339
H 1.52602 -5.52811 3.04728
C -3.95039 1.15144 -6.05195
C -3.47734 -1.14618 3.01722
O 0.82664 -2.85844 2.24735
C 2.71495 -4.09424 1.91073
C 2.63166 1.12952 3.55226
O 1.48829 -4.13576 -1.37957
H 4.13909 1.18633 -0.36037
H 6.30627 -1.79582 0.87394
C 1.10989 -4.63382 -2.52652
H -2.18418 -1.12701 5.45764
O -0.58716 -0.14942 -1.67417
H 1.68258 -3.97847 -4.44456
H 0.01514 1.78778 -1.80662
H -0.42955 -4.55310 2.58795
H 5.80729 -0.30806 1.49012
C 3.26484 3.27602 3.82337
H -2.40538 -2.78881 3.93120
H 1.38698 -1.50291 -3.10226
H -2.62038 2.83787 -6.03457
C 1.60405 -2.73054 -1.38525
C -2.20021 -1.82567 3.46391
C 6.02741 0.68463 -1.25049
H 1.50299 5.76169 -2.96583
C 4.04689 4.29874 -2.65899
C -2.16087 0.41045 4.09205
O 3.14020 3.66533 -1.88647
O -5.10858 -3.23547 0.77202
H 3.78246 6.14231 -3.78841
H 2.46567 -2.46670 -0.77195
H 2.83247 0.72660 2.55957
H 0.16877 -3.20629 -3.87421
O -3.22149 0.25681 3.22381
H 2.68313 0.42021 4.37829
C 1.74197 3.41890 3.66103
C -5.92993 -5.31659 0.25160
H 1.63588 1.50545 0.17761
H 4.00231 0.38178 -1.87165
O -4.45682 1.16920 -7.17808
H -4.37667 -1.46105 3.54653
O -4.11588 0.11751 -5.18214
H -2.41084 2.16443 -3.41133
C -0.21205 0.44857 0.63384
H 1.14132 4.00998 -1.23853
H -7.13170 -3.49898 0.29811
H 1.64266 -5.79886 1.31518
C 0.33365 -4.14274 1.92673
C -2.75594 4.14895 1.46265
C 5.94309 -0.82400 0.53962
O 6.76195 -0.26421 -0.43823
H 0.59075 1.69241 2.97468
H -6.45953 -6.14974 0.71363
H 6.16191 1.74574 -1.04054
C 1.34946 1.97276 3.70534
H -4.79572 3.96198 0.89090
H -6.70428 -3.97665 1.84225
C 0.47370 0.80938 -1.66314
H -2.90598 3.26320 2.07995
C -3.34071 3.33184 -0.64934
O 3.60294 2.01389 3.93680
H -3.09217 -0.49868 -3.47928
H 3.60443 -4.45576 2.42670
O -1.92625 3.46985 -0.64622
C 1.54661 -5.02747 2.07927
H -3.49500 2.25985 -0.52640
H 6.21888 0.58765 -2.31915
H -0.00616 -0.17323 1.50509
H 0.97348 1.66259 4.68029
H 2.96182 -2.33789 -3.07338
H -3.66490 -1.34362 1.96178
C 1.16773 -3.53778 -3.59085
H -0.03467 -4.22582 0.90422
O 0.85432 -5.82923 -2.64285
O 4.92466 3.69838 -3.27832
O -1.75081 1.55910 4.44275
C -2.56082 1.47913 -4.24557
H -2.53417 4.99416 2.11421
C 2.14514 -2.82968 2.46709
H -0.62007 -1.10584 4.76468
C -1.52291 3.99965 0.58959
C -6.28922 -3.93467 0.83525
C 1.04140 0.69108 -0.23651
H 4.54246 -1.78632 -0.82832
H -3.99629 5.25247 0.01616
O -2.97745 -3.48039 0.16932
C -4.43741 -5.43986 0.60106
C 3.66045 5.78931 -2.76440
H -1.45262 -1.86898 2.67187
*
```

Calculated values
Gap between HOMO and LUMO in eV: 9.349
HOMO level in eV: -9.3504
Strongest force on any atom in Eh/bohr: 0.0994
Energy above the lowest of the compared OMol25 structures with the same formula, charge and spin in eV: 3.312

Mulliken atomic charge list, values in e, 2 entries: -0.858, -0.201

***

The following is a quantum chemistry calculation of a structure of composition C40H65AsCeClFN3O6SSi3 at a distorted geometry, from OMol25.

The geometry in ORCA input format:
```
! wB97M-V def2-TZVPD RIJCOSX def2/J DEFGRID3
* xyz -2 2
C -0.79586 0.59482 5.57207
C -3.38962 -0.21056 -3.34922
H 2.65954 4.38751 -1.69283
As -0.63842 1.83202 -4.42195
H -3.92726 -2.16962 0.28779
O -0.89658 -1.00888 2.03870
C -4.71997 -0.73817 3.74865
H -1.52498 2.43004 4.69601
H -6.56379 -1.74111 3.78612
H -2.26659 0.34561 -1.03969
C 2.53233 -3.21293 1.64892
H 0.06815 4.43436 -2.80735
H 0.35158 -6.22774 0.51509
C 2.79270 -0.87153 4.31760
C -0.36720 5.00525 -3.59287
C 3.06719 1.14443 2.53570
H 4.50279 -0.77235 6.32984
C -3.25450 -1.11551 1.94356
Si -1.53610 3.92776 -4.44136
C -3.53822 0.82708 -6.25717
S 3.30334 2.17504 -1.34304
H -2.98103 1.44665 -6.92414
H -2.84276 3.67574 -6.24378
H 0.05650 -6.81057 2.98097
H -3.25529 4.48233 -2.78371
H -0.02927 -4.50056 0.46613
O -1.77486 -1.25530 0.04359
C -0.25576 -1.25692 6.99385
C 0.02452 0.02058 6.54561
H 0.44689 5.29930 -4.25903
H 0.41163 -3.20591 2.12881
H -3.93484 -0.01857 -6.82464
H -1.86636 0.75931 3.25316
H -2.47310 -2.02082 -5.43645
H -0.70026 -1.67801 -5.07768
C -5.46752 -2.08936 1.89329
C 4.79723 -0.02978 5.60006
C 2.36310 -2.14530 0.73519
H 1.56360 -0.08026 -5.02877
C -5.67660 -1.53629 3.16511
C -0.55833 1.98706 4.97479
H 1.67438 1.55741 6.50937
C 3.81967 -0.00731 4.45261
H 0.35663 0.99190 -8.45988
H 2.53779 3.03634 -7.08980
H 4.86549 1.69137 3.52215
H -3.65867 0.66638 -2.84373
H 0.09930 1.76056 4.17225
C -1.84566 -0.20217 5.01891
H 3.97274 -4.71199 2.37256
H 0.39960 -1.69239 7.79108
C -0.31349 1.45853 -7.75150
H -1.27076 4.37120 -6.78871
C -1.62914 -1.30299 -5.51682
F -0.55719 1.63205 0.84123
C 0.20895 -5.71286 3.04289
H 1.57245 -5.19996 -0.01510
H 2.91009 0.41098 -5.87067
C 3.77221 -3.88319 1.76729
H -0.63815 2.50406 -7.95718
C 2.13423 3.45096 -1.46106
C -2.11055 4.50715 -6.07558
H -0.15432 2.61172 5.75069
H -6.24119 -2.77433 1.43875
O 3.70014 1.87640 -2.70731
H -1.18040 0.86243 -7.62513
H 3.27937 -0.96203 -0.72371
N 1.19951 -5.18762 2.11962
H 1.90248 0.16925 7.58324
H 1.66450 -0.53119 -6.74850
H 4.96614 0.97155 5.97252
H -2.72302 -0.92352 -2.75616
C 0.72997 -5.24014 0.67779
H 1.04598 4.04911 -6.88268
H 1.58777 3.53108 -0.55155
C 1.70738 3.29922 -6.47733
H -1.64530 -3.05216 6.90851
C -4.25470 -1.92044 1.32774
H -3.00776 -1.94989 5.16353
O 2.40228 1.16213 -0.64122
H -4.27602 -0.82298 -3.75037
C 1.38900 -3.73521 2.41755
C -2.10921 -1.47717 5.57737
C 4.69173 -2.36676 0.11717
H -1.52350 1.44648 -0.32692
Si -2.37075 0.32367 -4.86732
H 3.20180 1.87437 1.77825
N -2.51511 0.28027 3.90654
H -3.90982 3.72137 -4.34044
H 0.76617 1.39449 8.00866
C 1.86654 -0.65138 3.31427
O -2.18482 1.33933 -1.11143
Ce 0.63318 -0.31156 0.14230
C 1.85413 0.25267 -6.02156
H -4.86934 -0.30259 4.79263
H 2.75303 -1.74557 4.99993
H -1.40068 -1.12532 -6.52310
C 1.13831 0.87451 7.14607
H 1.62394 -3.72934 3.42651
H 0.57538 -5.51835 4.08622
C -1.87819 -1.13584 1.28999
N 1.95145 0.37792 2.46501
H 1.38973 3.26952 -2.29527
C -3.46988 -0.49872 3.19210
H -3.26024 2.87570 -2.95665
C 3.98386 1.05693 3.53313
Cl 0.60872 -1.44792 -2.49729
H -0.75418 -5.22240 2.99252
H 2.00506 3.77367 -5.52657
C -3.17835 3.74910 -3.57420
H 5.65896 -4.06950 0.98843
C -1.33033 -2.00505 6.58380
H 5.53948 -2.08214 -0.48559
C 3.45303 -1.76401 -0.02922
H 5.80643 -0.37325 5.22535
H -2.56933 5.47912 -6.16516
H -4.31359 1.42528 -5.84725
O 4.33162 2.49749 -0.38243
H -0.81719 5.91744 -3.36502
H 0.92826 -1.19393 3.26285
Si 0.80487 1.69571 -6.27788
C 4.79106 -3.44246 0.93093
*
```

Calculated values
Gap between HOMO and LUMO (spin up / spin down) in eV: 6.526 / 6.507
HOMO level (spin up / spin down) in eV: -2.5720 / -2.5533
Strongest force on any atom in Eh/bohr: 0.0682
Energy above the lowest of the compared OMol25 structures with the same formula, charge and spin in eV: 1.369

Mulliken atomic charge list, values in e, 2 entries: 0.408, -0.860

***

Number 1: DFT total energy -79371.306 eV. Number 2: DFT total energy -182774.430 eV.